(1)
Here is C31H29CrIN5O7S as an isolated structure from the OMol25 dataset. Energies are from ωB97M-V/def2-TZVPD.

Orbital gap (spin up / spin down) ... 5.14 / 5.15 eV
Energy relative to the best compared isomer or geometry (same formula, charge and spin) ... 0.000 eV
Spin multiplicity ... 2
Calculated total energy ... -3739.45853 Ha

Atoms and positions in Å:
Cr 0.501 -0.294 0.359
C 0.760 -2.013 4.267
C 0.715 -0.927 3.232
O 0.421 -1.293 2.075
C 0.983 0.438 3.577
C 1.405 0.773 4.881
C 1.663 2.067 5.230
C 1.486 3.080 4.271
C 1.075 2.788 2.998
C 0.844 1.458 2.614
O 0.483 1.251 1.360
H 0.375 -2.934 3.833
H 0.175 -1.750 5.148
H 1.796 -2.162 4.581
H 1.555 -0.012 5.610
H 2.019 2.307 6.222
H 1.692 4.110 4.537
H 0.976 3.549 2.236
O 2.410 -0.505 0.194
N 2.983 0.084 -0.801
N 2.172 0.738 -1.493
O 0.869 0.757 -1.244
C 2.668 1.547 -2.580
C 1.842 2.541 -3.074
C 2.303 3.335 -4.115
C 3.568 3.131 -4.645
C 4.381 2.132 -4.126
C 3.939 1.332 -3.086
H 0.869 2.689 -2.631
H 1.671 4.124 -4.502
H 3.923 3.753 -5.457
H 5.375 1.979 -4.526
H 4.566 0.561 -2.662
S 4.312 0.387 2.653
C 3.886 1.596 1.589
N 3.559 2.415 0.823
N 2.178 -3.239 0.635
C 1.000 -3.235 0.024
O 0.501 -2.244 -0.529
C 0.274 -4.549 -0.053
I -1.546 -4.468 1.051
H 2.665 -2.347 0.758
H 2.463 -4.027 1.189
H 0.847 -5.379 0.347
H -0.015 -4.745 -1.080
C -3.194 2.025 -1.857
O -3.281 0.605 -1.873
C -2.343 -0.075 -2.564
C -1.446 0.513 -3.445
C -0.575 -0.273 -4.184
C -0.593 -1.651 -4.067
C -1.482 -2.234 -3.192
C -2.338 -1.462 -2.426
N -3.256 -2.165 -1.614
C -3.904 -1.912 -0.492
C -3.701 -1.010 0.551
C -4.790 -0.881 1.474
C -4.746 -0.014 2.512
C -3.581 0.777 2.691
C -2.494 0.659 1.885
C -2.475 -0.279 0.798
O -1.427 -0.489 0.114
H -3.951 2.362 -1.156
H -3.396 2.442 -2.845
H -2.209 2.347 -1.511
H -1.432 1.586 -3.564
H 0.119 0.201 -4.858
H 0.085 -2.265 -4.643
H -1.505 -3.312 -3.074
H -3.513 -3.051 -2.023
H -4.745 -2.589 -0.359
H -5.676 -1.484 1.306
H -5.582 0.079 3.190
H -3.555 1.497 3.501
H -1.605 1.253 2.036


(2)
Here is C31H29CrN9O3S as an isolated structure from the OMol25 dataset. Energies are from ωB97M-V/def2-TZVPD.

Orbital gap (spin up / spin down) ... 7.44 / 7.74 eV
Spin multiplicity ... 5
Calculated total energy ... -3360.05566 Ha

Atoms and positions in Å:
Cr 0.749 -0.722 -0.938
C 4.842 1.336 -0.394
O 5.390 0.287 -1.175
C 5.008 -1.009 -0.943
C 6.032 -1.936 -0.899
C 5.781 -3.298 -0.761
C 4.475 -3.723 -0.674
C 3.411 -2.808 -0.719
C 2.084 -3.389 -0.728
N 0.993 -2.728 -0.854
N -0.184 -3.474 -0.894
C -1.200 -2.689 -1.103
O -1.143 -1.400 -1.264
C -2.550 -3.323 -1.103
C -3.669 -2.570 -0.762
C -4.926 -3.157 -0.732
C -5.074 -4.498 -1.050
C -3.959 -5.254 -1.390
C -2.702 -4.673 -1.411
C 3.653 -1.414 -0.836
O 2.705 -0.503 -0.859
H 5.467 2.206 -0.587
H 4.905 1.092 0.673
H 3.807 1.550 -0.655
H 7.044 -1.561 -0.983
H 6.599 -4.004 -0.726
H 4.248 -4.778 -0.587
H 2.011 -4.473 -0.662
H -3.551 -1.527 -0.498
H -5.789 -2.565 -0.454
H -6.054 -4.956 -1.031
H -4.072 -6.301 -1.638
H -1.826 -5.253 -1.663
N -2.961 0.728 -2.009
C -2.914 1.635 -1.007
N -2.204 1.474 0.064
C -2.258 2.608 0.852
C -1.568 2.772 2.054
C -1.672 3.978 2.727
C -2.454 5.020 2.221
C -3.151 4.867 1.033
C -3.044 3.660 0.357
S -3.746 3.180 -1.163
H -2.465 -0.148 -1.846
H -3.726 0.741 -2.658
H -0.970 1.957 2.442
H -1.145 4.113 3.662
H -2.522 5.954 2.762
H -3.756 5.675 0.641
N 2.345 0.575 1.888
C 1.162 0.047 2.342
C 0.856 0.032 3.713
C -0.372 -0.445 4.111
C -1.282 -0.887 3.153
C -0.904 -0.821 1.831
N 0.289 -0.371 1.420
H 3.088 0.639 2.564
H 2.633 0.286 0.955
H 1.582 0.391 4.430
H -0.625 -0.470 5.163
H -2.257 -1.265 3.423
H -1.577 -1.124 1.040
N 0.542 4.655 -0.050
C 0.392 3.652 -0.977
C 0.661 2.313 -0.637
N 0.504 1.346 -1.520
C 0.117 1.672 -2.762
C -0.113 2.990 -3.088
N 0.011 3.981 -2.205
H 0.346 4.402 0.909
H 0.113 5.524 -0.330
H 0.974 2.040 0.364
H -0.010 0.872 -3.478
H -0.423 3.261 -4.089


(3)
Here is C31H29FN6O7Sm as an isolated structure from the OMol25 dataset. Energies are from ωB97M-V/def2-TZVPD.

Orbital gap (spin up / spin down) ... 6.44 / 6.44 eV
Energy relative to the best compared isomer or geometry (same formula, charge and spin) ... 0.000 eV
Spin multiplicity ... 6
Calculated total energy ... -2812.12176 Ha
Total charge ... -1

Atoms and positions in Å:
Sm 1.263 -1.068 -1.252
C 2.233 -1.630 1.286
C 3.167 -2.123 0.340
C 2.560 -3.208 -0.338
C 1.264 -3.403 0.201
C 1.069 -2.426 1.201
C -0.099 -2.348 2.133
C 0.331 -4.513 -0.178
C 3.200 -4.050 -1.401
C 4.582 -1.662 0.146
C 2.432 -0.493 2.243
H 0.021 -3.025 2.987
H -1.037 -2.617 1.648
H -0.227 -1.346 2.547
H 0.210 -4.596 -1.259
H -0.665 -4.368 0.247
H 0.692 -5.480 0.188
H 3.652 -4.958 -0.986
H 3.991 -3.507 -1.921
H 2.480 -4.363 -2.160
H 5.297 -2.431 0.455
H 4.802 -0.769 0.732
H 4.820 -1.416 -0.890
H 2.562 -0.841 3.274
H 1.586 0.201 2.243
H 3.308 0.102 1.986
C -0.808 5.308 2.690
C -1.995 4.363 2.610
C -2.575 4.095 3.989
C -3.821 3.239 3.882
C -3.529 1.988 3.104
C -4.300 0.861 3.257
C -4.023 -0.296 2.530
F -4.828 -1.358 2.722
C -2.976 -0.373 1.663
C -2.162 0.760 1.504
C -1.009 0.667 0.594
O -0.753 -0.412 0.017
C -0.268 1.869 0.406
C -0.646 2.990 1.074
N -1.642 3.065 1.980
C -2.442 1.941 2.198
C 0.866 1.936 -0.593
O 0.805 2.808 -1.462
O 1.752 1.036 -0.447
H -1.093 6.162 3.306
H -0.496 5.700 1.725
H 0.049 4.823 3.160
H -2.778 4.813 1.986
H -2.799 5.053 4.461
H -1.817 3.597 4.600
H -4.609 3.809 3.379
H -4.208 2.974 4.866
H -5.133 0.855 3.948
H -2.752 -1.270 1.107
H -0.114 3.908 0.881
O -2.414 -1.967 -6.243
C -2.542 -0.698 -5.887
O -3.297 0.058 -6.452
C -1.706 -0.230 -4.750
C -1.663 1.101 -4.371
N -0.826 1.192 -3.327
N -0.323 -0.005 -3.001
C -0.832 -0.877 -3.853
C -0.404 -2.317 -3.734
O -0.689 -3.082 -4.661
O 0.239 -2.596 -2.675
H -1.746 -2.431 -5.648
H -2.167 1.955 -4.784
H -0.454 2.010 -2.845
N 7.058 0.791 -2.917
C 6.137 0.255 -3.368
N 5.146 -0.385 -3.977
C 4.062 -0.557 -3.313
N 3.035 -0.792 -2.803


(4)
Here is C31H29MnNO5S5Si as an isolated structure from the OMol25 dataset. Energies are from ωB97M-V/def2-TZVPD.

Orbital gap (spin up / spin down) ... 6.76 / 6.77 eV
Spin multiplicity ... 2
Calculated total energy ... -5061.22219 Ha

Atoms and positions in Å:
Mn -1.334 -0.526 0.016
O 0.607 -1.213 0.206
C 1.266 -1.432 1.457
C 0.534 -0.592 2.508
O 0.819 -0.669 3.666
O -0.418 0.266 2.047
C 2.721 -0.965 1.314
C 3.391 -1.337 0.152
C 4.710 -0.972 -0.052
C 5.384 -0.228 0.907
C 4.726 0.138 2.069
C 3.402 -0.230 2.276
C 1.173 -2.906 1.857
C 0.188 -3.724 1.315
C 0.111 -5.059 1.697
C 1.000 -5.574 2.624
C 1.977 -4.750 3.172
C 2.066 -3.425 2.789
H 0.702 -1.997 -0.354
H 2.892 -1.923 -0.609
H 5.213 -1.271 -0.962
H 6.414 0.060 0.749
H 5.242 0.712 2.828
H 2.916 0.049 3.199
H -0.533 -3.355 0.594
H -0.652 -5.689 1.260
H 0.937 -6.613 2.919
H 2.676 -5.146 3.897
H 2.833 -2.790 3.213
O -1.109 -3.080 -3.028
C -1.221 -2.143 -2.262
O -1.607 -2.179 -1.030
C -0.904 -0.742 -2.751
C -0.753 -0.483 -4.127
C -0.450 0.782 -4.519
C -0.235 1.784 -3.542
C 0.153 3.105 -3.871
C 0.382 4.028 -2.893
C 0.223 3.674 -1.534
C -0.157 2.411 -1.189
C -0.396 1.440 -2.184
N -0.765 0.173 -1.817
H -0.899 -1.303 -4.814
H -0.354 1.035 -5.569
H 0.272 3.364 -4.916
H 0.684 5.033 -3.154
H 0.391 4.413 -0.761
H -0.286 2.127 -0.152
C -3.278 4.585 -2.602
S -3.709 3.422 -1.292
C -3.885 1.920 -2.188
C -3.797 0.722 -1.592
S -3.400 0.462 0.092
S -4.122 -0.655 -2.626
C -4.266 0.196 -4.118
S -4.461 -0.515 -5.582
S -4.242 1.916 -3.900
H -3.075 5.528 -2.098
H -4.105 4.733 -3.295
H -2.385 4.264 -3.133
C -1.184 1.356 4.730
Si -0.649 1.738 3.005
C 1.020 2.541 2.940
C -1.981 2.737 2.215
H -1.520 2.288 5.192
H -0.385 0.929 5.332
H -2.029 0.665 4.738
H 0.933 3.598 3.203
H 1.465 2.480 1.946
H 1.704 2.077 3.651
H -1.979 3.702 2.732
H -2.955 2.274 2.382
H -1.899 2.916 1.142


(5)
Here is C31H29N11O6STi as an isolated structure from the OMol25 dataset. Energies are from ωB97M-V/def2-TZVPD.

Orbital gap (spin up / spin down) ... 6.98 / 6.65 eV
Energy relative to the best compared isomer or geometry (same formula, charge and spin) ... 0.573 eV
Spin multiplicity ... 2
Calculated total energy ... -3500.15488 Ha
Total charge ... +1

Atoms and positions in Å:
Ti -0.015 1.153 0.073
O 6.869 1.881 0.530
C 6.003 1.015 0.570
O 5.977 -0.206 0.300
C 4.571 1.461 0.927
C 3.958 2.508 0.244
C 2.581 2.611 0.286
N 1.842 1.736 0.978
C 2.438 0.871 1.813
C 3.803 0.707 1.816
C 1.469 0.095 2.613
C 1.829 -0.734 3.663
C 0.840 -1.398 4.364
C -0.487 -1.170 4.028
C -0.764 -0.330 2.967
N 0.185 0.264 2.241
C 1.758 3.619 -0.409
C 2.290 4.752 -1.002
C 1.432 5.654 -1.608
C 0.071 5.394 -1.608
C -0.382 4.233 -1.007
N 0.437 3.363 -0.415
H 4.572 3.170 -0.352
H 4.283 -0.069 2.396
H 2.870 -0.857 3.925
H 1.097 -2.075 5.166
H -1.293 -1.638 4.574
H -1.785 -0.113 2.686
H 3.355 4.929 -0.976
H 1.821 6.550 -2.072
H -0.633 6.074 -2.064
H -1.435 3.983 -0.992
C -4.975 -1.824 0.131
C -4.620 -0.451 0.550
N -5.437 0.496 0.873
N -4.635 1.578 1.113
C -3.339 1.320 0.950
S -2.026 2.358 1.131
N -3.316 0.007 0.631
N -2.151 -0.632 0.217
H -6.054 -1.937 0.182
H -4.509 -2.571 0.775
H -4.646 -1.992 -0.896
H -5.040 2.462 1.373
H -2.221 -0.743 -0.794
H -2.116 -1.543 0.664
C -3.583 1.111 -4.673
N -2.308 1.172 -3.962
C -1.142 1.429 -4.609
C 0.045 1.454 -3.969
C 0.009 1.226 -2.562
O 1.019 1.280 -1.795
N -1.147 0.970 -1.926
C -2.329 0.898 -2.597
O -3.385 0.574 -2.059
H -3.409 1.346 -5.719
H -4.282 1.826 -4.246
H -4.014 0.116 -4.585
H -1.227 1.608 -5.672
H 0.973 1.658 -4.476
O -1.691 -5.843 1.402
C -0.347 -6.304 1.341
N 0.442 -5.272 0.740
C 0.957 -4.252 1.479
O 0.990 -4.244 2.691
C 1.528 -3.114 0.676
C 2.853 -3.028 0.267
C 3.265 -1.877 -0.378
C 2.349 -0.854 -0.571
N 1.077 -0.900 -0.136
C 0.694 -2.037 0.456
H -2.211 -6.473 1.912
H -0.273 -7.203 0.727
H 0.049 -6.495 2.339
H 0.429 -5.178 -0.262
H 3.550 -3.831 0.474
H 4.297 -1.712 -0.662
H 2.664 0.059 -1.052
H -0.312 -2.071 0.850


(6)
Here is C31H30BClF4IN6O2PS3Yb as an isolated structure from the OMol25 dataset. Energies are from ωB97M-V/def2-TZVPD.

Orbital gap (spin up / spin down) ... 5.41 / 5.41 eV
Energy relative to the best compared isomer or geometry (same formula, charge and spin) ... 1.166 eV
Spin multiplicity ... 2
Calculated total energy ... -5555.20495 Ha
Total charge ... +1

Atoms and positions in Å:
Yb 0.177 -0.461 -2.214
Cl -2.218 -7.317 -3.307
C -1.389 -5.906 -2.890
C -0.067 -5.979 -2.446
C 0.651 -4.920 -1.882
I 2.404 -5.452 -0.930
C 0.162 -3.575 -2.083
O 0.815 -2.526 -1.621
C -1.141 -3.476 -2.729
N -1.582 -2.231 -3.004
C -2.846 -2.042 -3.456
C -3.692 -3.079 -3.710
C -3.255 -4.414 -3.530
C -1.956 -4.641 -2.995
H 0.364 -6.987 -2.325
H -3.118 -1.033 -3.620
H -4.711 -2.829 -4.020
H -3.935 -5.232 -3.833
C 4.322 0.433 -1.236
C 2.979 1.052 -0.893
O 1.933 0.446 -1.274
C 2.977 2.268 -0.090
C 1.925 3.223 -0.072
C 1.959 4.326 0.728
C 3.094 4.554 1.532
C 4.130 3.628 1.595
C 4.027 2.438 0.836
H 4.249 -0.014 -2.291
H 4.589 -0.349 -0.507
H 5.145 1.181 -1.219
H 1.151 3.071 -0.826
H 1.149 5.038 0.747
H 3.171 5.529 2.040
H 5.022 3.815 2.193
H 4.841 1.729 0.831
F -0.597 2.322 -4.972
B -0.339 1.429 -3.934
F 0.674 0.426 -4.309
F -1.430 0.607 -3.579
F 0.153 2.107 -2.833
S -4.772 4.260 1.474
C -3.757 3.257 0.694
S -3.290 1.737 1.439
C -2.276 1.357 0.047
N -2.521 2.129 -0.976
N -3.248 3.223 -0.631
C -3.614 4.089 -1.716
C -3.192 3.722 -3.027
C -3.895 4.304 -4.062
C -4.930 5.267 -3.897
C -5.214 5.680 -2.607
C -4.519 5.117 -1.531
S -1.006 0.254 0.246
H -2.352 2.974 -3.064
H -3.665 4.068 -5.093
H -5.334 5.815 -4.722
H -5.952 6.434 -2.312
H -4.768 5.502 -0.552
C 2.400 -1.078 5.411
N 3.009 -2.143 4.536
C 2.363 -3.503 4.692
N 0.960 -3.311 4.442
C 0.369 -2.328 5.352
N 1.001 -0.976 5.141
C 0.685 -0.339 3.881
P 1.234 -1.489 2.400
C 2.977 -1.679 3.129
C 0.636 -3.097 3.038
H 2.910 -0.112 5.230
H 2.513 -1.318 6.438
H 4.030 -2.192 4.790
H 2.480 -3.883 5.708
H 2.793 -4.244 4.024
H 0.540 -2.597 6.382
H -0.748 -2.367 5.165
H 1.133 0.667 3.874
H -0.407 -0.125 3.769
H 3.588 -0.751 3.050
H 3.574 -2.373 2.515
H 0.967 -3.989 2.482
H -0.486 -3.116 2.969